(1)
{"formula": "C38H35BeClN2Si2", "method": "ωB97M-V/def2-TZVPD", "symbols": ["Cl", "C", "C", "C", "H", "H", "H", "C", "H", "H", "C", "H", "C", "H", "C", "H", "C", "H", "C", "H", "H", "C", "C", "C", "H", "N", "C", "C", "H", "H", "H", "C", "H", "C", "H", "C", "C", "C", "H", "C", "C", "H", "C", "H", "H", "H", "C", "C", "C", "H", "H", "C", "H", "H", "C", "C", "H", "H", "C", "C", "C", "C", "H", "C", "H", "H", "H", "H", "C", "N", "C", "H", "H", "Si", "Be", "C", "C", "C", "Si"], "positions_angstrom": [[3.595, 0.909, 0.411], [0.597, 2.916, -5.130], [-2.532, -1.343, 1.996], [-1.199, -3.580, -1.042], [0.640, -2.356, 5.972], [3.007, 0.846, 7.722], [-0.162, -5.371, -5.437], [-1.238, -1.211, -1.659], [1.369, -0.070, 0.457], [-2.137, 0.522, -3.756], [0.128, -1.126, -1.122], [0.507, -4.289, 0.083], [1.219, 2.763, 3.527], [1.419, -5.265, -3.506], [-0.131, -3.228, -5.768], [3.016, 3.119, 6.426], [-1.673, 3.930, -1.113], [-1.918, -0.364, -1.671], [2.024, 1.266, 5.849], [-0.722, -3.273, -6.683], [1.637, 3.356, -1.664], [-2.111, -0.926, 4.230], [1.501, -3.105, -3.508], [0.224, -4.406, -5.096], [2.139, -1.531, 7.796], [0.045, 0.684, 2.721], [-1.003, 1.766, -0.228], [0.836, 1.454, 3.684], [-2.850, -2.634, -2.052], [2.273, 4.406, 4.436], [0.919, 3.304, 2.616], [-1.365, 1.228, -4.077], [-2.788, 2.554, -4.978], [0.971, 1.794, -4.385], [2.252, -3.038, -2.718], [0.060, -3.439, -0.436], [-1.839, -2.524, -1.669], [2.397, 2.637, 5.668], [0.006, -1.057, -5.769], [0.739, -2.233, -0.520], [1.892, -0.870, 6.966], [1.766, -2.144, -0.148], [2.373, 0.436, 6.934], [-2.441, 4.678, -1.317], [-2.278, -0.596, 5.255], [0.587, 0.471, 1.857], [-0.014, 0.964, -3.800], [0.235, -1.985, -5.242], [1.092, -4.345, -3.997], [2.029, 1.554, -4.264], [-3.023, 2.566, -0.128], [-0.360, 4.142, -1.537], [1.363, 3.570, -5.556], [-0.808, 1.183, 2.440], [1.993, 3.361, 4.550], [-0.757, 3.213, -5.337], [2.665, 1.069, -1.883], [-3.543, 0.350, 3.047], [1.215, 0.712, 4.820], [-1.729, 2.358, -4.816], [-1.431, -2.167, 3.858], [0.628, 3.188, -1.280], [-0.103, 5.055, -2.088], [0.837, -1.944, -3.966], [-1.313, 0.805, 0.204], [-1.693, -4.558, -1.000], [-2.943, -1.270, 0.993], [-1.439, -3.288, 1.910], [-1.721, -2.398, 2.466], [0.749, -0.591, 4.879], [-2.820, -0.467, 3.074], [-1.050, 4.102, -5.901], [-1.040, -2.908, 4.554], [0.335, -0.603, -2.810], [-0.273, -0.812, 3.555], [-1.990, 2.743, -0.447], [1.061, -1.349, 5.945], [0.338, 1.982, -0.632], [1.761, 0.711, -0.763]], "forces_ev_per_angstrom": [[0.726, 0.710, 0.346], [-0.073, -0.119, -0.023], [-0.287, 0.012, 0.527], [-2.085, 0.642, -1.226], [0.196, 0.338, -0.046], [-0.192, -0.274, -0.173], [0.185, 0.335, 0.069], [1.054, 0.227, -1.599], [0.263, -0.205, -0.330], [0.269, 0.373, 0.078], [0.289, 0.977, 1.990], [-0.066, 0.258, -0.118], [-0.160, -0.164, -0.084], [0.058, 0.280, -0.271], [0.348, -0.017, -0.061], [-0.183, -0.128, -0.188], [0.318, -0.113, 0.018], [-0.022, 0.281, 0.480], [-0.340, 0.768, -0.960], [0.210, -0.036, 0.156], [-0.252, 0.028, 0.116], [-0.773, -0.557, -0.482], [-0.942, 0.029, 0.111], [0.018, 0.139, 0.148], [-0.090, 0.197, -0.249], [0.311, -0.316, -0.021], [0.089, 0.178, -0.038], [0.020, -0.082, -0.345], [0.181, -0.150, -0.149], [0.057, -0.214, 0.116], [0.238, -0.188, 0.536], [0.212, 0.372, -0.176], [0.222, 0.022, -0.074], [-0.494, 0.013, 0.110], [-0.597, -0.043, 0.096], [1.776, 0.532, 0.857], [0.335, -1.625, 0.894], [-0.099, 0.128, -0.273], [-0.352, -0.247, 0.313], [-0.390, -1.116, 0.009], [0.075, 0.238, 0.233], [-0.264, -0.087, -0.012], [-0.134, -0.319, -0.042], [0.197, -0.247, 0.059], [0.239, 0.034, -0.346], [-0.127, 0.382, 0.187], [0.062, 0.207, 0.040], [-0.340, -0.740, 0.452], [0.116, -0.028, -0.524], [-0.271, 0.131, 0.076], [0.406, -0.027, -0.111], [-0.010, 0.229, 0.051], [-0.214, -0.249, 0.117], [0.419, -0.309, 0.044], [0.076, -0.479, 0.380], [0.106, -0.209, 0.290], [-0.760, -0.455, -0.623], [0.499, -0.053, 0.001], [0.201, -0.586, 0.510], [0.038, -0.094, -0.011], [-0.835, 0.228, -0.576], [-0.411, 0.272, -0.153], [-0.115, -0.357, 0.233], [0.783, -0.264, -0.860], [0.263, 0.329, -0.154], [0.130, 0.388, -0.112], [0.236, 0.020, 0.151], [0.173, 0.433, 0.014], [0.043, 0.435, 0.488], [0.692, 0.392, 0.317], [0.465, -0.935, 0.241], [0.114, -0.298, 0.160], [-0.040, 0.262, -0.221], [-0.226, -0.089, -2.050], [-0.638, 0.261, 0.466], [0.301, -0.211, 0.079], [0.075, 0.479, -0.518], [0.193, 0.444, -0.795], [-1.492, -0.371, 2.433]], "homo_ev": [-4.844, -3.932], "lumo_ev": [-1.2, -2.1]}



(2)
{"formula": "C38H35F5N3O4PRhS3Te", "method": "ωB97M-V/def2-TZVPD", "symbols": ["H", "N", "H", "H", "C", "S", "Te", "C", "C", "P", "H", "C", "H", "C", "S", "H", "C", "H", "C", "C", "H", "H", "H", "F", "O", "H", "H", "C", "C", "C", "H", "H", "C", "C", "H", "C", "C", "H", "C", "C", "H", "C", "O", "C", "H", "H", "H", "H", "C", "H", "Rh", "H", "H", "C", "C", "C", "C", "C", "O", "C", "H", "H", "C", "C", "C", "C", "H", "H", "H", "S", "F", "C", "N", "C", "H", "H", "C", "H", "N", "O", "H", "C", "C", "F", "F", "H", "C", "C", "C", "H", "F"], "positions_angstrom": [[0.197, 5.612, -2.008], [2.073, 0.288, 4.320], [7.465, 5.560, 1.649], [5.917, -0.090, 1.842], [-2.222, -5.952, -1.841], [0.926, 2.726, -1.109], [-2.609, -1.641, -0.617], [-0.087, 5.391, -0.988], [3.185, -2.247, -3.138], [0.577, -2.755, -0.058], [5.049, -3.230, -3.538], [3.484, 0.255, 4.700], [3.023, -4.480, 0.010], [2.033, -2.945, -1.135], [0.123, 0.198, 2.535], [-0.895, 7.332, -0.590], [1.624, 4.162, 7.418], [2.044, 0.846, 7.962], [2.847, 0.214, 1.997], [-1.311, -4.822, 0.073], [-2.748, -6.401, 0.192], [0.005, -3.609, -2.812], [4.234, 2.990, 0.512], [-1.254, -1.456, -2.068], [2.341, 2.940, -1.004], [0.523, 2.853, 4.493], [7.648, 1.380, 2.543], [-0.852, 4.803, 1.671], [1.739, 0.236, 3.017], [1.116, 0.385, 5.445], [-1.278, -4.680, 1.144], [3.571, 0.628, 5.717], [7.692, 3.493, 2.163], [-1.440, -5.172, -2.678], [3.843, -0.778, 4.666], [4.143, -3.943, -1.729], [1.279, 1.711, 6.152], [2.015, -2.969, 1.840], [7.016, 4.576, 1.623], [-2.146, -5.788, -0.465], [-2.899, -6.684, -2.260], [2.104, -2.144, -2.275], [-1.562, -0.114, 0.086], [4.206, -3.146, -2.864], [3.906, 2.168, 3.828], [8.669, 3.628, 2.608], [4.939, -4.645, -1.514], [5.311, 1.108, 3.958], [4.245, 1.132, 3.748], [-1.160, 4.559, 2.679], [0.316, -0.392, 0.013], [3.226, -1.626, -4.023], [2.348, 3.024, 9.086], [-0.699, 6.350, -0.182], [5.227, 0.684, 1.501], [7.115, 2.229, 2.128], [1.112, 4.112, 6.127], [-1.071, 6.065, 1.126], [-0.204, 1.922, 2.343], [-0.539, -4.015, -0.766], [4.915, 0.442, 0.490], [5.247, 5.238, 0.601], [5.867, 2.048, 1.547], [5.768, 4.396, 1.038], [0.937, 2.891, 5.495], [-0.596, -4.210, -2.147], [1.307, -1.439, -2.498], [-1.551, 6.828, 1.723], [1.332, -0.443, 6.122], [2.626, -0.411, 0.443], [-1.784, -2.317, 1.229], [1.060, -3.411, 1.556], [4.036, 0.642, 2.381], [-0.252, 3.854, 0.868], [0.290, -3.155, 2.282], [-1.494, -5.301, -3.750], [0.006, 2.431, 1.164], [1.753, 5.116, 7.912], [0.449, 1.738, 0.161], [0.380, 2.212, -2.319], [1.161, -4.494, 1.504], [1.791, 1.764, 7.442], [0.120, 4.150, -0.437], [-3.407, -0.209, -1.516], [-3.724, -2.659, -1.757], [0.840, 5.027, 5.617], [5.194, 3.135, 0.995], [3.059, -3.846, -0.867], [1.959, 2.989, 8.077], [0.110, 0.260, 5.058], [-4.048, -1.429, 0.549]], "forces_ev_per_angstrom": [[0.008, -0.004, 0.013], [0.001, 0.067, 0.814], [-0.006, -0.012, -0.006], [0.021, -0.012, 0.010], [-0.040, -0.008, 0.036], [0.189, 0.285, -0.437], [-0.550, 0.649, -0.154], [0.035, 0.018, -0.048], [-0.008, -0.004, 0.003], [0.086, -0.094, -0.462], [0.001, 0.008, 0.011], [-0.245, -0.046, -0.104], [-0.013, 0.005, -0.007], [-0.012, 0.067, 0.030], [-0.281, -0.446, -0.212], [0.002, 0.003, 0.011], [0.005, 0.001, 0.005], [-0.001, 0.015, -0.012], [-0.809, 0.219, 0.843], [0.053, -0.016, -0.009], [0.008, 0.013, -0.010], [-0.034, 0.025, -0.006], [-0.006, 0.006, -0.005], [0.245, -0.085, -0.200], [-0.142, -0.149, 0.060], [0.018, -0.005, 0.018], [-0.009, 0.006, -0.008], [-0.003, 0.051, 0.038], [1.041, -0.123, -0.849], [0.188, 0.089, -0.186], [-0.060, 0.005, -0.010], [0.003, 0.011, 0.014], [-0.027, -0.011, -0.010], [0.036, 0.041, -0.013], [0.026, -0.014, -0.001], [-0.031, 0.001, 0.023], [-0.012, -0.051, -0.030], [-0.021, 0.027, 0.030], [-0.012, -0.013, 0.010], [0.003, 0.003, 0.009], [0.028, -0.017, 0.000], [0.046, 0.034, -0.010], [0.400, 0.042, 0.193], [-0.022, 0.003, 0.002], [0.034, 0.031, -0.008], [-0.006, -0.002, 0.001], [-0.017, 0.006, -0.007], [0.018, -0.011, -0.001], [-0.010, -0.039, -0.127], [-0.014, 0.029, -0.007], [0.370, 0.152, 1.002], [0.003, -0.001, 0.005], [-0.002, 0.000, -0.019], [-0.011, 0.002, 0.010], [-0.097, 0.132, 0.059], [0.039, 0.046, 0.007], [-0.003, -0.025, -0.001], [0.012, -0.031, 0.006], [-0.487, 0.280, 0.291], [-0.063, -0.033, 0.091], [-0.039, -0.027, -0.007], [0.007, -0.009, -0.002], [-0.001, -0.043, -0.051], [0.004, 0.001, 0.012], [0.022, 0.023, 0.056], [0.013, -0.051, 0.026], [-0.024, -0.024, -0.018], [-0.002, 0.003, -0.004], [-0.020, -0.017, 0.017], [0.343, -0.350, -0.510], [0.123, -0.176, -0.041], [0.028, 0.020, 0.081], [0.304, 0.032, 0.037], [-0.074, -0.106, 0.245], [-0.016, -0.019, -0.017], [0.004, 0.005, 0.010], [0.264, -0.047, -1.050], [0.000, -0.011, -0.005], [0.044, 0.122, 0.282], [-0.117, 0.101, 0.200], [0.009, -0.001, 0.027], [-0.034, 0.043, 0.019], [-0.078, -0.034, 0.036], [-0.030, 0.162, -0.122], [-0.190, -0.739, -0.249], [0.006, 0.000, 0.007], [0.018, 0.008, 0.014], [0.016, -0.033, -0.018], [-0.011, -0.019, -0.020], [-0.037, -0.025, 0.003], [-0.396, 0.088, 0.355]], "homo_ev": [-10.616, -11.295], "e_above_lowest_kcal_mol": 18.6, "lumo_ev": [-3.4, -4.9], "spin_multiplicity": 5, "charge": 1}